Below is a structure of composition C21H23CuN5, with properties calculated with wB97M-V/def2-TZVPD.

XYZ file:
```
50
Properties=species:S:1:pos:R:3:forces:R:3:lowdin_spin:R:1
Cu 0.1802 0.5935 -0.1420 -0.3 -0.2 0.0 0.73
C -0.4663 -2.2819 0.1926 0.1 0.0 0.0 0.00
N -1.2668 -1.0619 0.0113 0.1 0.2 0.0 0.04
C -2.1441 -0.7784 1.1547 0.0 0.0 0.0 0.00
C -1.9714 0.6169 1.7175 0.2 0.0 -0.1 0.01
C -2.9143 1.1622 2.5711 -0.1 0.0 0.1 0.00
C -2.6603 2.3822 3.1704 0.0 0.0 0.0 0.00
C -1.4649 3.0357 2.9023 0.0 0.0 0.0 0.00
C -0.5843 2.4534 2.0187 0.0 -0.2 0.0 0.00
N -0.8302 1.2667 1.4330 -0.2 0.3 0.1 0.07
C -1.9006 -1.0095 -1.3101 0.0 0.0 0.0 0.00
C -0.8441 -0.7803 -2.3727 0.1 0.0 0.1 0.00
C -1.0334 -1.1596 -3.6897 0.0 -0.1 0.0 0.00
C -0.0294 -0.9147 -4.6106 0.0 0.0 -0.1 0.00
C 1.1467 -0.3068 -4.1924 0.0 0.0 0.0 0.00
C 1.2689 0.0479 -2.8669 -0.1 -0.1 0.2 0.00
N 0.2921 -0.1825 -1.9740 0.0 0.0 -0.3 0.07
C 0.7607 -2.0279 1.0434 0.0 0.1 -0.1 0.00
C 1.3147 -3.0193 1.8332 0.0 -0.1 0.0 0.00
C 2.4827 -2.7503 2.5289 0.0 0.0 0.0 0.00
C 3.0608 -1.4950 2.4205 0.0 0.0 0.0 0.00
C 2.4419 -0.5538 1.6242 -0.1 0.0 -0.1 0.00
N 1.3136 -0.8139 0.9463 0.2 0.2 0.0 0.03
H -1.0633 -3.0911 0.6201 0.0 0.0 0.0 0.00
H -0.1300 -2.6200 -0.7894 0.0 0.0 0.0 0.00
H -3.1932 -0.9643 0.9162 0.0 0.0 0.0 0.00
H -1.8854 -1.4731 1.9568 0.0 0.0 0.0 0.00
H -3.8321 0.6251 2.7732 0.0 0.0 0.0 0.00
H -3.3857 2.8202 3.8436 0.0 0.0 0.0 0.00
H -1.2232 3.9817 3.3652 0.0 0.0 0.0 0.00
H 0.3528 2.9312 1.7645 0.0 0.0 0.0 0.00
H -2.4505 -1.9278 -1.5377 0.0 0.0 0.0 0.00
H -2.6231 -0.1895 -1.3268 0.0 0.0 0.0 0.00
H -1.9520 -1.6504 -3.9835 0.0 0.0 0.0 0.00
H -0.1587 -1.2035 -5.6458 0.0 0.0 0.0 0.00
H 1.9574 -0.1159 -4.8811 0.0 0.0 0.0 0.00
H 2.1663 0.5206 -2.4891 0.0 0.0 0.0 0.00
H 0.8377 -3.9891 1.8981 0.0 0.0 0.0 0.00
H 2.9362 -3.5113 3.1506 0.0 0.0 0.0 0.00
H 3.9706 -1.2457 2.9485 0.0 0.0 0.0 0.00
H 2.8539 0.4426 1.5208 0.0 0.0 0.0 0.00
C -1.4749 5.3691 -1.9742 0.1 -0.1 0.0 0.00
C -0.0250 4.8590 -2.0322 -0.2 0.0 0.1 0.00
C 0.1016 3.5204 -1.4521 0.1 0.2 -0.2 0.00
N 0.1957 2.4737 -0.9967 0.1 -0.1 0.2 0.04
H -1.5170 6.3626 -2.4142 0.0 0.0 0.0 0.00
H -1.8259 5.4341 -0.9454 0.0 0.0 0.0 0.00
H -2.1415 4.7168 -2.5361 0.0 0.0 0.0 0.00
H 0.6488 5.5198 -1.4853 0.0 0.0 0.0 0.00
H 0.3364 4.8124 -3.0601 0.0 -0.1 0.0 0.00
```
Positions in Å, forces in eV/Å.

The charge is +2. The maximum force is 0.00727 hartree/bohr. For the total energy, the calculation gives -2727.8296 Eh. As for the spin multiplicity: 2.

***

Below is a cluster of 2 separate species, C4H8O2 in total in a non-equilibrium geometry, with properties calculated with wB97M-V/def2-TZVPD.

XYZ file:
```
14
Properties=species:S:1:pos:R:3:forces:R:3:mulliken_charge:R:1
C 1.4446 -1.7584 -0.0017 0.1 -0.5 0.7 -0.69
C 1.5344 -1.4416 1.2863 -0.1 0.2 -1.2 0.14
O 0.7104 -0.5213 1.8764 0.3 -0.5 1.0 -0.45
H 2.1579 -2.4946 -0.3373 0.0 0.0 -0.3 0.24
H 0.6507 -1.4433 -0.6596 0.0 0.2 0.0 0.18
H 2.3355 -1.8671 1.8747 0.0 0.1 0.3 0.24
H 0.8254 -0.6380 2.8368 -0.2 0.4 -0.5 0.33
C -1.2637 1.6231 -0.0054 0.5 -0.4 1.3 -0.63
C -1.3326 0.8152 -1.2365 -0.5 -1.0 -0.6 0.12
O -1.0779 1.2020 -2.3479 0.2 0.5 0.0 -0.49
H -0.6769 2.5111 -0.2247 -0.4 0.3 0.3 0.29
H -0.7983 1.0441 0.8061 0.7 -0.1 -0.6 0.04
H -2.1997 1.7426 0.5522 -0.4 0.6 -0.9 0.30
H -1.6229 -0.2550 -1.1662 -0.1 0.1 0.5 0.37
```
Positions in Å, forces in eV/Å.

The charge is 0. The maximum force is 0.02726 hartree/bohr. For the total energy, the calculation gives -307.6295 Eh. As for the structure (SMILES): C=CO.CC=O.

***

Below is a cluster of 2 separate species, C4H5F2N in total in a non-equilibrium geometry, with properties calculated with wB97M-V/def2-TZVPD.

XYZ file:
```
12
Properties=species:S:1:pos:R:3:forces:R:3:mulliken_charge:R:1
C -3.5051 0.6107 -0.1137 -1.4 1.7 -1.0 -0.06
C -2.6541 0.0304 0.4594 4.7 -2.9 2.0 -0.53
C 0.6565 -0.5500 -0.2053 -0.9 3.5 -2.9 -0.48
C 1.2643 0.9199 -0.2546 -0.8 -0.5 -0.7 0.17
N -0.0118 -0.9294 0.9485 -2.2 2.0 1.7 -0.25
F 2.2417 1.0819 0.6534 0.7 -0.3 0.7 -0.24
F 0.2631 1.7170 0.1084 -1.0 1.2 0.5 -0.22
H -3.9380 1.5126 -0.4058 -1.1 0.5 -0.6 0.31
H -0.0803 -0.5820 -1.1363 1.4 -0.3 1.8 0.29
H 1.4930 -1.1169 -0.4686 1.1 -2.1 -0.2 0.40
H 1.6669 1.3464 -1.2052 -0.3 -1.0 0.3 0.26
H -0.0778 -0.0835 1.6469 0.0 -1.8 -1.5 0.34
```
Positions in Å, forces in eV/Å.

The charge is 0. The maximum force is 0.11354 hartree/bohr. For the total energy, the calculation gives -409.5736 Eh.

***

Below is a cluster of 2 separate species, C3H8O3S in total in a non-equilibrium geometry, with properties calculated with wB97M-V/def2-TZVPD.

XYZ file:
```
15
Properties=species:S:1:pos:R:3:forces:R:3:mulliken_charge:R:1
C 0.0000 0.0000 0.0000 0.3 -1.4 0.8 -0.79
S -0.4295 1.4361 -0.9167 0.6 0.6 -1.5 -0.02
C 0.3134 0.8966 -2.5173 0.1 0.2 0.0 -0.44
O 1.7505 1.3094 -2.7176 -2.3 1.6 0.0 -0.29
C 2.7209 0.5053 -2.3658 0.3 0.5 -0.6 0.18
O 2.5309 -0.6311 -2.1265 0.3 -2.5 1.0 -0.47
H 1.0858 -0.1938 -0.0048 -0.5 0.1 0.0 0.25
H -0.5141 -0.8671 -0.4478 0.3 0.2 0.3 0.28
H -0.3340 0.1053 1.0459 0.1 0.1 -0.5 0.32
H 0.1575 -0.1970 -2.5894 0.6 0.6 0.0 0.32
H -0.2638 1.3734 -3.3327 0.7 -0.1 0.5 0.31
H 3.7245 0.9736 -2.3982 -0.5 0.2 0.0 0.36
O -1.4092 5.3615 0.7003 -1.1 0.3 -0.6 -0.63
H -1.9768 4.7312 0.2015 0.6 0.7 0.5 0.31
H -1.8729 6.2261 0.6248 0.5 -1.0 0.1 0.32
```
Positions in Å, forces in eV/Å.

The charge is 0. The maximum force is 0.05421 hartree/bohr. For the total energy, the calculation gives -742.9896 Eh. As for the structure (SMILES): CSCOC=O.O.